Entry 1:
Below is C5H9NO as an isolated structure in a non-equilibrium geometry, with properties calculated with wB97M-V/def2-TZVPD.

Cartesian coordinates (Å):
1 C 2.091 0.110 -0.171
2 C 0.670 0.305 0.228
3 C -0.410 -0.305 -0.561
4 O -0.197 -1.513 -0.991
5 C -1.837 -0.061 -0.019
6 C -2.096 1.322 0.382
7 N -2.228 2.429 0.694
8 H 2.427 0.958 -0.783
9 H 2.729 0.094 0.717
10 H 2.195 -0.822 -0.730
11 H 0.436 1.188 0.829
12 H 0.577 -1.322 1.163
13 H -0.176 0.520 -1.335
14 H 0.344 -1.808 0.533
15 H -1.980 -0.727 0.839
16 H -2.545 -0.368 -0.793

Output
E_HOMO: -0.3589 Eh
Relative energy (zero: lowest compared OMol25 entry of this formula, charge and spin): 121.4 kcal per mole
Kohn-Sham gap: 8.93 eV
Max |F|: 1.1 eV/Å
M: 99.1 g/mol
E_tot: -8863.9478 eV

Atom charges from the Mulliken analysis, given in e for atoms 1 to 5:
1 C -1.102
2 C -0.402
3 C 0.486
4 O -0.719
5 C -0.377


Entry 2:
Below is a 9-piece molecular cluster, C42H82F4O27 overall in a non-equilibrium geometry, with properties calculated with wB97M-V/def2-TZVPD.

Cartesian coordinates (Å):
1 O 12.243 15.532 14.157
2 C 11.785 15.710 15.224
3 O 11.245 16.852 15.620
4 C 10.984 16.796 16.982
5 C 10.996 15.257 17.291
6 F 9.683 14.774 17.105
7 O 11.674 14.719 16.179
8 H 11.747 17.349 17.478
9 H 10.000 17.259 17.204
10 H 11.421 14.875 18.223
11 O 15.170 18.947 24.983
12 C 14.845 17.828 25.047
13 O 15.723 16.828 25.250
14 C 15.008 15.627 25.442
15 C 13.534 16.045 25.419
16 F 13.058 16.074 26.688
17 O 13.617 17.384 25.004
18 H 15.272 15.056 24.577
19 H 15.307 15.122 26.374
20 H 12.841 15.468 24.760
21 O 7.515 17.227 22.944
22 C 8.652 17.102 22.628
23 O 9.727 16.605 23.346
24 C 10.920 16.841 22.613
25 C 10.434 17.037 21.179
26 F 10.523 15.756 20.607
27 O 9.040 17.329 21.366
28 H 11.450 17.693 22.969
29 H 11.529 15.979 22.677
30 H 10.893 17.849 20.612
31 O 11.965 19.578 18.304
32 C 11.458 20.390 18.950
33 O 10.809 21.431 18.429
34 C 10.160 22.092 19.517
35 C 10.303 21.111 20.771
36 F 9.079 20.433 20.893
37 O 11.190 20.173 20.318
38 H 10.667 23.014 19.681
39 H 9.096 22.197 19.250
40 H 10.621 21.523 21.713
41 C 4.833 15.475 20.222
42 O 3.933 15.092 19.150
43 C 4.581 15.312 17.903
44 C 3.654 14.849 16.792
45 O 3.585 13.399 16.925
46 C 2.504 12.857 16.186
47 C 2.656 13.015 14.641
48 O 2.215 14.372 14.309
49 C 2.409 14.728 12.937
50 H 5.530 14.608 20.467
51 H 4.280 15.735 21.122
52 H 5.473 16.285 19.856
53 H 5.552 14.651 17.817
54 H 4.869 16.402 17.754
55 H 4.076 14.990 15.831
56 H 2.614 15.281 16.965
57 H 1.582 13.333 16.547
58 H 2.509 11.783 16.343
59 H 1.983 12.372 14.129
60 H 3.697 12.845 14.292
61 H 2.105 15.764 12.880
62 H 1.829 14.047 12.293
63 H 3.459 14.580 12.637
64 C 10.011 15.260 28.998
65 O 9.155 15.589 27.946
66 C 9.129 14.693 26.896
67 C 8.092 14.954 25.824
68 O 6.785 14.671 26.263
69 C 6.041 15.728 26.828
70 C 5.376 16.576 25.764
71 O 4.196 16.093 25.112
72 C 4.349 14.915 24.381
73 H 11.023 15.067 28.597
74 H 9.682 14.443 29.603
75 H 10.090 16.044 29.759
76 H 8.966 13.674 27.298
77 H 10.087 14.734 26.316
78 H 8.261 14.455 24.885
79 H 8.045 16.009 25.675
80 H 6.640 16.368 27.455
81 H 5.229 15.240 27.348
82 H 6.090 16.806 24.946
83 H 4.916 17.417 26.232
84 H 4.623 14.049 25.012
85 H 5.131 15.102 23.626
86 H 3.403 14.711 23.902
87 C 13.736 18.559 21.280
88 O 13.327 17.190 21.195
89 C 14.363 16.276 20.888
90 C 13.931 14.840 21.168
91 O 13.506 14.831 22.496
92 C 13.090 13.448 22.837
93 C 11.698 12.994 22.340
94 O 10.708 13.844 22.787
95 C 9.395 13.467 22.268
96 H 14.585 18.703 21.917
97 H 12.867 19.072 21.703
98 H 14.031 18.899 20.306
99 H 15.179 16.511 21.602
100 H 14.697 16.459 19.858
101 H 14.744 14.136 21.045
102 H 13.072 14.658 20.538
103 H 13.080 13.419 23.924
104 H 13.816 12.745 22.451
105 H 11.501 11.982 22.719
106 H 11.703 12.858 21.269
107 H 9.310 12.396 22.496
108 H 9.174 13.726 21.208
109 H 8.632 13.957 22.881
110 C 0.376 20.707 17.760
111 O 1.741 20.370 17.577
112 C 1.873 19.025 17.183
113 C 3.296 18.678 17.083
114 O 3.855 18.386 18.399
115 C 4.493 19.524 18.915
116 C 6.016 19.441 18.866
117 O 6.350 19.847 17.517
118 C 7.688 19.468 17.137
119 H 0.285 21.790 17.728
120 H 0.059 20.415 18.781
121 H -0.252 20.225 16.977
122 H 1.317 18.903 16.226
123 H 1.420 18.358 17.958
124 H 3.971 19.464 16.650
125 H 3.450 17.749 16.512
126 H 4.111 19.664 19.940
127 H 4.146 20.351 18.339
128 H 6.422 18.421 19.126
129 H 6.419 20.202 19.573
130 H 7.895 19.642 16.070
131 H 7.712 18.402 17.271
132 H 8.433 19.893 17.827
133 C 14.252 22.314 22.942
134 O 12.872 22.145 23.139
135 C 12.687 21.411 24.332
136 C 11.252 21.349 24.812
137 O 10.455 20.637 23.875
138 C 9.056 20.567 24.250
139 C 8.704 19.593 25.312
140 O 8.963 20.164 26.563
141 C 8.516 19.299 27.578
142 H 14.790 22.824 23.772
143 H 14.351 22.838 22.000
144 H 14.717 21.316 22.936
145 H 13.345 21.845 25.086
146 H 13.060 20.357 24.212
147 H 10.862 22.368 24.982
148 H 11.268 20.739 25.726
149 H 8.507 20.367 23.342
150 H 8.682 21.557 24.614
151 H 9.264 18.654 25.303
152 H 7.617 19.402 25.131
153 H 8.882 19.783 28.464
154 H 8.873 18.238 27.479
155 H 7.421 19.235 27.607

Output
E_HOMO: -0.3274 Eh
SMILES: O=C1OC[C@@H](F)O1.O=C1OC[C@@H](F)O1.O=C1OC[C@@H](F)O1.O=C1OC[C@@H](F)O1.COCCOCCOC.COCCOCCOC.COCCOCCOC.COCCOCCOC.COCCOCCOC
Kohn-Sham gap: 9.18 eV
Max |F|: 3.6 eV/Å
M: 1095.1 g/mol
E_tot: -111026.9888 eV

Atom charges from the Mulliken analysis, given in e for atoms 1 to 5:
1 O -0.514
2 C 0.495
3 O -0.345
4 C 0.366
5 C 1.103


Entry 3:
Below is one molecule with the formula C10H12S in a non-equilibrium geometry, with properties calculated with wB97M-V/def2-TZVPD.

Cartesian coordinates (Å):
1 C 2.607 1.095 -0.041
2 C 1.220 0.652 0.279
3 C 0.579 -0.478 -0.168
4 C 1.092 -1.610 -0.963
5 C -0.893 -0.621 0.396
6 C -2.132 -0.658 -0.630
7 C -0.864 0.606 1.204
8 C -1.823 1.078 2.138
9 C -1.269 2.045 2.845
10 S 0.373 2.530 2.476
11 C 0.333 1.326 1.217
12 H 3.392 0.465 0.197
13 H 2.737 1.837 0.744
14 H 2.784 1.579 -1.066
15 H 0.288 -2.030 -1.686
16 H 1.185 -2.486 -0.257
17 H 2.007 -1.476 -1.525
18 H -0.835 -1.494 1.057
19 H -2.735 -1.465 -0.312
20 H -1.930 -0.958 -1.675
21 H -2.494 0.347 -0.607
22 H -2.756 0.548 2.354
23 H -1.747 2.754 3.438

Output
E_HOMO: -0.2719 Eh
Relative energy (zero: lowest compared OMol25 entry of this formula, charge and spin): 17.7 kcal per mole
SMILES: CC1=C(C)[C@H](C)c2ccsc21
Kohn-Sham gap: 8.21 eV
Max |F|: 2.9 eV/Å
M: 164.3 g/mol
E_tot: -21397.9800 eV

Atom charges from the Mulliken analysis, given in e for atoms 1 to 5:
1 C -1.394
2 C 0.813
3 C 0.139
4 C -1.411
5 C 0.614


Entry 4:
Below is a 2-piece molecular cluster, C5H6N2O3 overall in a non-equilibrium geometry, with properties calculated with wB97M-V/def2-TZVPD.

Cartesian coordinates (Å):
1 H -2.467 0.659 -1.411
2 N -1.604 0.520 -0.841
3 C -1.247 0.201 0.259
4 O -1.559 -0.173 1.460
5 C -0.070 0.073 1.206
6 C 0.561 1.287 1.833
7 C 0.651 -1.205 1.212
8 O 0.075 -2.219 0.842
9 H 0.345 1.289 2.906
10 H 0.127 2.213 1.403
11 H 1.683 1.357 1.688
12 H 1.711 -1.033 1.414
13 N 0.277 -0.088 -2.806
14 C 0.695 -1.110 -3.222
15 O 1.144 -1.953 -3.824
16 H -0.322 0.181 -2.119

Output
E_HOMO: -0.3742 Eh
Relative energy (zero: lowest compared OMol25 entry of this formula, charge and spin): 66.7 kcal per mole
SMILES: [H]/N=C1\O[C@@]1(C)C=O.N=C=O
Kohn-Sham gap: 9.98 eV
Max |F|: 4.6 eV/Å
M: 142.1 g/mol
E_tot: -14402.0215 eV

Atom charges from the Mulliken analysis, given in e for atoms 1 to 5:
1 H 0.232
2 N -0.585
3 C 0.167
4 O -0.439
5 C 1.081